1.
{"formula": "C3H2ClNOS", "method": "ωB97M-V/def2-TZVPD", "symbols": ["O", "Cl", "S", "C", "C", "H", "C", "H", "N"], "positions_angstrom": [[-0.797, 1.120, -0.022], [2.430, -0.651, -0.252], [-2.739, -0.674, -0.275], [0.441, 1.139, -0.162], [-1.201, -0.194, -0.018], [0.933, 2.115, -0.029], [0.921, -0.097, -0.103], [0.035, -1.848, 0.590], [-0.023, -0.911, 0.271]], "orbital_gap_ev": 8.54, "smiles": "S=c1[nH]c(Cl)co1", "total_energy_ha": -1103.827731, "e_homo_ha": -0.2956, "spin_multiplicity": 1}

***

2.
{"formula": "C52H143N13O13", "method": "ωB97M-V/def2-TZVPD", "symbols": ["H", "H", "C", "C", "H", "H", "N", "H", "H", "H", "C", "O", "H", "C", "C", "C", "C", "C", "C", "H", "O", "C", "H", "C", "H", "H", "C", "H", "H", "H", "C", "H", "H", "C", "H", "C", "H", "H", "C", "N", "H", "H", "H", "C", "H", "C", "H", "C", "H", "H", "H", "N", "C", "H", "C", "H", "H", "H", "H", "H", "H", "H", "H", "O", "H", "C", "H", "C", "H", "H", "C", "H", "C", "H", "C", "H", "N", "H", "H", "H", "N", "H", "N", "H", "N", "H", "H", "H", "C", "H", "H", "H", "H", "C", "H", "O", "H", "H", "H", "H", "H", "H", "H", "H", "H", "N", "H", "C", "H", "C", "H", "H", "C", "H", "H", "H", "H", "H", "C", "H", "C", "N", "C", "C", "H", "O", "H", "N", "H", "H", "H", "H", "H", "H", "H", "H", "H", "H", "O", "C", "O", "H", "H", "H", "H", "H", "H", "C", "H", "H", "C", "C", "H", "H", "H", "H", "H", "H", "H", "C", "H", "H", "H", "H", "H", "H", "C", "H", "C", "H", "H", "H", "H", "C", "N", "O", "H", "H", "H", "O", "H", "O", "H", "O", "H", "H", "H", "C", "H", "H", "H", "C", "C", "H", "H", "O", "H", "H", "H", "H", "H", "C", "N", "H", "C", "H", "C", "H", "N", "H", "H", "H", "H", "C", "C", "O", "H", "C", "H", "H", "H"], "positions_angstrom": [[-19.683, 19.601, 20.320], [-22.642, 24.517, 13.034], [-25.525, 20.773, 18.657], [-20.903, 15.848, 19.103], [-19.236, 25.402, 25.000], [-28.037, 17.458, 16.985], [-22.170, 17.117, 20.706], [-24.057, 22.764, 16.652], [-27.872, 16.818, 19.403], [-15.280, 17.283, 13.109], [-19.211, 21.627, 23.816], [-19.202, 14.998, 21.428], [-25.215, 19.845, 18.166], [-24.248, 21.763, 17.046], [-18.360, 18.227, 13.843], [-21.513, 24.918, 21.148], [-26.164, 16.451, 17.457], [-22.764, 23.775, 13.828], [-26.814, 12.302, 14.653], [-19.483, 27.789, 24.555], [-23.557, 17.586, 23.543], [-26.904, 20.566, 19.264], [-24.136, 19.276, 13.548], [-23.791, 19.702, 22.415], [-26.049, 26.517, 19.390], [-18.034, 13.824, 22.608], [-23.400, 28.172, 20.905], [-17.100, 16.788, 17.768], [-23.099, 17.274, 25.511], [-20.420, 27.137, 21.935], [-15.161, 16.635, 15.675], [-29.412, 16.629, 18.615], [-25.040, 19.360, 11.486], [-21.003, 21.498, 18.999], [-24.181, 16.233, 19.207], [-24.371, 17.215, 18.770], [-22.535, 27.622, 20.539], [-16.941, 22.751, 16.392], [-18.110, 20.605, 23.524], [-20.617, 19.786, 20.722], [-24.786, 20.964, 19.445], [-18.820, 22.313, 24.578], [-23.844, 19.418, 10.279], [-28.399, 16.223, 18.658], [-26.593, 18.576, 19.742], [-23.078, 18.922, 23.491], [-16.851, 16.597, 12.575], [-21.455, 19.035, 18.537], [-20.141, 21.368, 18.341], [-17.350, 16.945, 19.517], [-20.263, 14.995, 18.870], [-19.550, 22.315, 22.564], [-14.635, 24.905, 18.001], [-26.490, 22.015, 20.797], [-16.301, 17.045, 13.407], [-16.434, 25.075, 22.045], [-14.143, 16.770, 15.305], [-16.467, 25.806, 19.672], [-22.682, 19.993, 13.849], [-15.155, 24.739, 17.052], [-23.602, 27.900, 21.942], [-24.277, 28.109, 18.947], [-22.251, 14.188, 15.329], [-23.787, 13.530, 16.514], [-18.414, 20.369, 26.353], [-17.469, 19.671, 17.364], [-25.694, 19.994, 21.830], [-18.462, 25.397, 24.226], [-21.992, 18.904, 23.343], [-17.425, 21.034, 22.785], [-17.266, 23.938, 20.344], [-15.540, 23.604, 21.578], [-17.493, 17.437, 18.554], [-18.795, 22.192, 21.898], [-24.608, 27.999, 19.987], [-19.793, 23.298, 22.678], [-25.638, 28.922, 20.449], [-17.443, 20.435, 19.817], [-17.249, 18.975, 20.608], [-24.902, 23.865, 20.339], [-26.776, 19.455, 20.233], [-18.447, 19.706, 22.986], [-17.628, 19.425, 19.785], [-20.358, 16.342, 22.466], [-26.619, 12.877, 17.013], [-17.279, 19.187, 16.400], [-21.809, 15.636, 18.527], [-14.847, 14.966, 13.624], [-16.533, 24.055, 21.679], [-25.406, 11.617, 15.950], [-27.368, 13.201, 14.368], [-21.618, 23.880, 20.845], [-20.433, 18.830, 18.186], [-18.819, 26.470, 23.192], [-13.581, 24.645, 17.897], [-25.496, 21.832, 17.696], [-22.350, 20.602, 11.548], [-23.173, 15.788, 24.415], [-25.768, 16.756, 16.480], [-23.228, 21.583, 23.190], [-18.090, 26.438, 22.382], [-18.581, 17.440, 18.470], [-25.578, 26.340, 21.020], [-17.990, 15.498, 22.980], [-20.829, 22.178, 19.831], [-28.129, 15.487, 16.318], [-23.892, 22.574, 11.805], [-20.526, 21.081, 24.405], [-23.720, 23.898, 14.344], [-27.686, 16.473, 17.317], [-22.315, 25.268, 21.801], [-23.430, 21.504, 17.719], [-25.156, 26.575, 20.033], [-19.489, 17.015, 21.055], [-22.202, 21.010, 21.851], [-27.531, 11.521, 14.910], [-21.805, 16.870, 24.368], [-24.146, 21.067, 16.204], [-22.730, 14.452, 16.276], [-18.807, 17.725, 12.975], [-22.890, 16.829, 24.537], [-18.732, 27.772, 23.862], [-23.668, 21.892, 12.643], [-21.469, 20.151, 19.575], [-24.240, 13.314, 14.530], [-15.246, 24.233, 19.065], [-22.534, 17.248, 21.648], [-17.280, 22.513, 19.956], [-29.146, 15.493, 16.357], [-21.767, 18.071, 18.956], [-27.695, 19.302, 20.642], [-18.993, 28.547, 23.258], [-26.475, 28.854, 19.871], [-21.367, 21.771, 24.340], [-18.718, 17.685, 14.731], [-18.448, 24.397, 23.805], [-20.466, 20.665, 21.217], [-23.112, 18.524, 15.788], [-24.145, 25.697, 19.624], [-16.976, 18.878, 18.558], [-16.927, 20.980, 17.365], [-25.056, 14.612, 15.223], [-16.327, 22.354, 19.611], [-25.317, 24.356, 18.625], [-23.140, 29.234, 20.949], [-21.593, 17.937, 20.506], [-28.230, 21.783, 20.582], [-24.324, 20.047, 11.033], [-25.659, 18.884, 22.837], [-18.437, 21.901, 16.276], [-22.230, 18.400, 16.418], [-18.021, 19.615, 25.666], [-21.361, 18.581, 15.769], [-16.930, 23.427, 22.476], [-22.502, 20.232, 19.933], [-18.555, 19.783, 17.481], [-23.674, 23.846, 19.062], [-24.823, 20.836, 10.470], [-17.050, 21.278, 15.323], [-17.347, 21.748, 16.264], [-21.759, 21.979, 18.369], [-27.207, 13.690, 16.774], [-17.125, 16.011, 15.124], [-17.044, 24.884, 18.338], [-19.440, 14.648, 23.496], [-23.865, 21.694, 21.550], [-24.569, 24.357, 19.423], [-16.338, 14.502, 13.430], [-25.850, 12.611, 15.797], [-21.571, 25.526, 20.239], [-23.120, 15.472, 16.175], [-23.805, 17.354, 17.839], [-17.750, 22.453, 19.050], [-24.747, 13.586, 15.472], [-23.241, 19.516, 13.143], [-25.747, 17.369, 18.441], [-26.339, 11.841, 13.782], [-21.023, 26.277, 23.296], [-21.960, 23.926, 14.547], [-17.302, 20.212, 24.613], [-27.585, 20.259, 18.465], [-22.589, 22.471, 13.334], [-15.889, 18.942, 18.674], [-22.237, 19.403, 17.405], [-23.273, 19.434, 24.445], [-27.949, 15.865, 15.388], [-24.041, 18.009, 19.437], [-20.193, 26.273, 22.577], [-21.821, 15.070, 20.953], [-15.454, 17.617, 16.052], [-22.102, 14.415, 17.161], [-16.546, 24.772, 19.308], [-18.685, 14.688, 22.709], [-18.828, 18.963, 25.320], [-20.450, 16.783, 18.773], [-16.963, 18.260, 13.726], [-20.836, 20.255, 23.753], [-20.407, 20.664, 25.404], [-15.176, 15.936, 16.509], [-17.509, 25.624, 24.701], [-17.339, 18.991, 26.244], [-16.156, 16.123, 14.635], [-15.695, 14.793, 14.166], [-18.705, 19.256, 13.932], [-27.272, 21.831, 20.063], [-25.363, 29.886, 20.277], [-23.303, 20.524, 12.074], [-22.150, 17.365, 16.762], [-25.211, 19.794, 22.719], [-28.442, 15.176, 18.953], [-27.360, 22.632, 19.326], [-24.584, 21.846, 13.247], [-23.612, 19.156, 21.473], [-21.294, 15.952, 20.586], [-20.043, 16.146, 21.434], [-20.245, 25.109, 21.757], [-18.289, 24.309, 20.445], [-23.231, 21.105, 22.205], [-14.581, 25.988, 18.186], [-25.994, 13.161, 17.760], [-25.823, 15.443, 17.698]], "orbital_gap_ev": 8.81, "total_energy_ha": -3756.698684, "e_homo_ha": -0.3115, "spin_multiplicity": 1}